DFT (the ωB97M-V functional and the def2-TZVPD basis) results for a molecular structure, C56H63BrO6P2RbSSi.

Structure (XYZ):
```
131
Properties=species:S:1:pos:R:3:forces:R:3
Rb 0.478 1.250 0.140 1.301 0.550 0.577
Br 2.897 0.510 2.319 -0.233 0.020 -0.127
S -2.432 0.030 0.291 -0.093 0.099 0.649
P -1.686 2.473 2.431 -0.252 0.150 0.130
P -1.231 -2.475 2.405 0.011 0.221 -0.071
Si 4.517 0.187 3.822 0.117 -0.055 0.034
O -2.032 -0.839 -2.807 -0.193 -0.071 -0.133
O -1.383 0.074 1.386 -0.782 -0.340 -0.033
O -0.629 -0.814 -1.055 -0.289 -0.404 -0.453
O 0.803 3.111 -1.850 -0.039 -0.014 -0.380
O 2.198 0.133 -1.892 0.085 -0.184 -0.557
O -1.126 1.991 -1.960 -0.064 0.135 -0.300
C -4.494 2.770 2.510 0.025 0.128 0.092
C -3.447 2.024 1.974 0.099 -0.154 0.024
C 4.744 0.478 6.654 -0.092 0.022 0.138
C -1.333 6.084 4.430 -0.036 -0.004 -0.060
C -0.928 -0.659 -2.298 0.206 -0.095 0.709
C -0.024 -3.484 1.448 -0.032 -0.156 0.042
C 0.051 2.209 -2.305 0.027 0.241 -0.249
C -1.355 4.722 4.150 0.022 0.035 0.113
C 1.909 -4.861 -0.046 -0.004 -0.008 0.016
C -1.651 0.123 6.437 -0.036 0.045 0.001
C -3.976 -1.926 -0.701 -0.028 -0.066 -0.024
C 5.317 2.914 3.983 0.069 0.072 -0.011
C 2.801 1.632 5.618 -0.068 0.019 0.033
C 2.209 1.068 -3.012 -0.194 -0.102 0.454
C -1.076 -5.164 5.500 -0.025 0.040 -0.086
C -0.780 -0.200 5.411 -0.043 0.081 -0.061
C -2.521 1.926 5.110 -0.063 0.092 -0.096
C -1.880 4.237 2.953 0.014 -0.071 0.092
C 6.065 -2.098 4.579 0.045 -0.150 -0.090
C -4.280 -4.130 0.183 0.056 0.164 -0.019
C -2.677 -2.616 1.233 -0.071 -0.251 0.147
C -0.785 -4.468 4.333 0.062 -0.048 0.141
C -2.349 6.527 2.310 0.008 -0.012 0.043
C -2.522 1.200 6.288 0.095 -0.085 0.004
C -1.645 1.614 4.067 -0.048 -0.015 0.023
C 5.793 1.553 3.450 0.218 0.072 -0.016
C 6.037 1.767 1.946 0.045 0.052 -0.017
C 0.277 -0.321 -3.178 0.042 0.306 -0.362
C 7.143 1.231 4.117 0.110 0.171 -0.027
C -3.325 -3.854 1.146 0.011 -0.140 0.030
C -5.824 2.443 2.301 -0.002 -0.067 -0.040
C 1.564 -0.955 -2.627 0.194 0.393 0.279
C -0.769 0.550 4.237 0.036 -0.103 0.096
C -5.114 0.577 0.975 -0.016 0.108 0.077
C 5.152 -1.579 3.455 0.082 -0.205 0.025
C 0.849 -5.554 0.533 0.017 0.182 0.023
C 5.952 -1.595 2.143 0.061 -0.064 -0.043
C -2.320 -5.035 6.098 -0.046 0.036 -0.039
C 2.002 -3.489 0.121 -0.113 -0.080 0.050
C 2.561 -1.178 -3.754 0.007 -0.065 -0.164
C -6.133 1.334 1.534 0.013 -0.055 -0.021
C -3.077 -1.641 0.321 -0.002 0.080 -0.030
C -1.726 -3.628 3.739 -0.016 -0.083 0.006
C 2.802 -0.825 5.823 -0.058 -0.037 0.054
C -2.362 5.170 2.033 -0.028 0.033 -0.157
C 0.711 1.199 -3.293 0.036 -0.277 -0.139
C -3.779 0.901 1.190 -0.053 0.016 -0.065
C -3.267 -4.198 5.518 0.030 -0.012 -0.006
C 3.698 0.385 5.529 -0.015 0.045 0.207
C -2.972 -3.500 4.357 0.009 -0.013 0.059
C 4.028 -2.616 3.263 -0.010 -0.015 0.024
C -4.590 -3.163 -0.764 0.000 0.008 -0.024
C 1.042 -2.813 0.868 0.260 0.018 -0.235
C -1.837 6.995 3.514 -0.003 -0.098 -0.030
C -0.104 -4.866 1.268 -0.083 -0.080 -0.038
C 2.938 0.281 -4.102 0.096 0.010 -0.119
H 5.400 -0.390 6.710 0.002 -0.054 -0.058
H 1.389 -1.792 -1.961 -0.008 0.000 0.020
H 2.118 -1.725 -4.588 0.024 0.009 -0.011
H 4.339 3.197 3.592 -0.036 -0.045 -0.036
H 2.810 -2.927 -0.329 0.035 -0.032 -0.013
H 6.415 0.895 1.421 -0.006 -0.083 0.051
H 2.062 1.678 4.819 -0.041 -0.051 -0.048
H 4.016 0.441 -4.043 0.000 -0.005 -0.004
H -2.552 -5.577 7.006 -0.005 -0.004 0.010
H -0.122 -1.053 5.504 0.005 -0.038 0.023
H -4.258 3.638 3.115 -0.065 -0.028 -0.031
H 5.368 -1.241 1.293 -0.066 0.036 0.009
H 3.505 -2.861 4.183 -0.033 0.045 0.110
H -5.380 -0.282 0.377 0.060 -0.029 -0.034
H 7.817 2.083 3.967 -0.002 -0.013 0.004
H 4.481 -3.542 2.893 -0.009 -0.013 0.034
H -0.108 0.259 3.433 -0.005 0.027 -0.032
H -4.242 -4.081 5.974 -0.012 -0.005 0.018
H 5.373 1.364 6.578 0.001 0.078 -0.067
H -3.060 -4.633 1.853 -0.026 0.037 -0.050
H -0.324 -5.811 5.935 0.003 -0.012 0.025
H 3.428 -1.738 -3.398 0.000 0.004 0.015
H -3.210 1.461 7.082 -0.014 -0.002 0.014
H 6.929 -1.464 4.773 0.014 0.085 -0.028
H -4.144 -1.184 -1.471 0.023 0.028 -0.011
H 3.283 -2.317 2.531 -0.008 0.100 -0.071
H 5.135 2.095 1.431 -0.030 0.010 0.020
H 7.071 1.068 5.192 -0.077 -0.004 0.033
H 5.532 -2.233 5.519 -0.085 0.011 0.045
H 6.870 -1.012 2.191 0.038 0.039 0.053
H 3.374 -1.738 5.979 0.080 -0.059 -0.005
H 2.072 -1.013 5.034 0.027 0.045 -0.073
H 6.032 3.675 3.653 -0.007 0.020 0.023
H -1.663 -0.469 7.344 -0.012 0.003 0.014
H -3.219 2.748 4.997 0.023 -0.036 0.000
H 6.785 2.561 1.840 -0.006 -0.007 -0.033
H 0.196 -4.578 3.886 -0.008 0.014 0.011
H -0.922 6.428 5.371 0.008 0.005 0.010
H -6.607 3.046 2.743 0.004 0.012 0.001
H 6.237 -2.632 1.932 0.023 0.021 -0.018
H -1.824 8.055 3.729 0.006 0.016 0.003
H 6.447 -3.083 4.287 0.010 0.016 0.017
H -2.731 7.223 1.574 -0.009 0.015 -0.008
H -0.925 -5.416 1.713 0.020 -0.010 -0.016
H -2.745 4.835 1.075 0.013 -0.049 0.010
H 3.360 2.565 5.611 -0.012 -0.052 0.004
H -0.957 4.035 4.888 0.011 -0.017 -0.047
H 7.633 0.361 3.685 -0.024 -0.069 -0.084
H 0.056 -0.728 -4.167 -0.004 0.121 -0.016
H 2.608 0.580 -5.098 -0.002 -0.013 0.002
H 2.663 2.005 -2.708 0.004 -0.017 0.035
H -7.162 1.043 1.363 -0.017 0.039 0.011
H 1.141 -1.744 0.957 -0.155 0.209 0.126
H 2.655 -5.389 -0.626 -0.005 -0.024 -0.006
H 5.275 2.960 5.070 0.046 -0.049 0.021
H -5.288 -3.370 -1.565 -0.003 -0.038 0.008
H 4.217 0.549 7.612 0.008 -0.023 -0.001
H 2.245 1.588 6.561 0.020 0.015 0.006
H 0.759 -6.626 0.409 0.015 -0.033 -0.017
H 0.540 1.589 -4.301 -0.095 -0.094 0.006
H -3.720 -2.840 3.932 0.010 0.016 -0.037
H -4.747 -5.106 0.151 -0.020 -0.011 0.001
H 2.242 -0.629 6.744 -0.009 -0.025 -0.009
```
Forces are in eV/Å.

Properties
LUMO level (eV): 2.03
Gap between HOMO and LUMO (eV): 7.2
Total charge: -1



DFT (the ωB97M-V functional and the def2-TZVPD basis) results for a single C6H7NO2 molecule.

Structure (XYZ):
```
16
Properties=species:S:1:pos:R:3:forces:R:3
O 0.412 -2.062 -2.413 -0.309 -1.932 -3.910
O -0.273 0.170 1.096 1.290 -5.543 -2.869
N -0.556 -0.494 -1.132 -1.305 -2.252 -6.287
C -0.383 1.180 1.862 -0.175 0.527 5.165
C -1.005 1.763 -0.245 5.149 -7.443 9.743
C 1.435 -1.797 -0.242 1.514 -2.002 -2.415
C 0.387 -1.471 -1.418 1.856 1.661 6.211
C -0.854 2.194 1.164 -0.536 0.798 -2.251
C -0.554 0.448 -0.189 -1.686 4.397 0.698
H -0.242 0.829 2.981 -0.153 1.616 -2.445
H 2.121 -0.955 0.097 -0.571 -1.049 -1.134
H -1.046 3.170 1.460 -0.389 1.432 0.731
H -1.358 2.357 -0.823 -3.960 6.379 -7.774
H 1.975 -2.868 -0.661 -1.001 3.516 1.148
H 1.006 -2.101 0.673 -1.141 -0.281 0.871
H -1.065 -0.362 -2.212 1.416 0.176 4.517
```
Forces are in eV/Å.

Properties
LUMO level (eV): 0.73
ΔE to the lowest compared entry with this formula, charge and spin (kcal per mole): 77.37
Gap between HOMO and LUMO (eV): 9.0
SMILES: CC(=O)Nc1ccco1
Total charge: 0



DFT (the ωB97M-V functional and the def2-TZVPD basis) results for a molecular structure, C24H25BClF2NiO9PSSe2.

Structure (XYZ):
```
67
Properties=species:S:1:pos:R:3:forces:R:3
Se 0.256 -0.234 1.704 -0.126 0.072 -0.105
Se 1.846 2.880 0.294 -0.013 0.006 0.003
Ni -1.312 0.087 -0.015 0.565 0.519 -0.236
Cl -3.666 0.594 -2.396 -0.069 0.160 -0.319
S -2.727 -2.333 0.621 -0.089 -0.267 -0.020
P 1.708 1.405 1.805 0.011 0.007 -0.010
F -1.815 2.826 0.535 -0.011 0.013 0.025
F -2.573 1.523 2.188 -0.001 0.050 -0.071
O -0.439 3.141 -5.943 0.072 -0.010 -0.019
O -0.271 -1.108 -1.260 -0.010 -0.446 -0.195
O -3.709 -0.569 -3.239 -0.022 -0.001 -0.047
O -3.019 1.687 -3.064 -0.111 -0.069 0.051
O -4.207 -2.397 0.813 -0.029 0.018 0.138
O -4.990 0.965 -1.983 0.046 -0.009 -0.017
O -2.909 0.239 -1.197 0.009 -0.135 0.390
O -0.222 -2.430 -3.071 0.077 0.130 0.108
O -0.967 1.084 -6.842 0.078 -0.031 -0.007
C 4.878 -1.148 1.347 -0.013 0.021 0.007
C 3.608 -0.587 1.304 0.013 0.012 0.039
C 4.365 1.218 2.701 0.006 -0.018 -0.033
C -2.368 -3.166 -0.939 -0.041 -0.096 0.078
C 1.486 2.035 5.861 0.003 0.003 -0.011
C -0.261 -1.320 -2.524 0.006 0.108 0.158
C -2.077 -3.580 1.789 0.049 0.012 -0.149
C -0.330 2.167 -4.963 -0.022 0.046 0.020
C 0.053 1.158 -2.872 0.049 0.024 -0.136
C -3.149 -4.455 -1.119 -0.053 0.035 0.062
C 0.038 2.318 -3.651 0.036 0.057 -0.002
C 0.419 3.898 4.783 0.001 -0.004 -0.002
C -0.646 -4.030 1.520 -0.074 -0.023 0.035
C 0.799 3.241 5.944 0.013 -0.019 -0.064
C 1.788 1.491 4.621 -0.075 0.034 -0.011
C 5.889 -0.536 2.076 -0.042 0.029 0.007
C 3.342 0.595 1.989 0.052 -0.010 -0.024
C -0.646 0.935 -5.496 -0.041 -0.017 -0.022
C -0.991 2.481 -7.073 -0.039 -0.036 0.124
C 0.737 3.364 3.540 0.049 0.021 -0.001
C 5.630 0.651 2.752 -0.003 -0.008 -0.003
C 1.426 2.160 3.452 -0.026 -0.007 0.056
C -0.613 -0.213 -4.753 -0.061 -0.072 -0.084
C -0.268 -0.081 -3.404 0.030 -0.033 0.096
B -1.940 1.570 0.995 -0.146 -0.245 0.214
H -0.262 -4.600 2.371 -0.024 0.027 -0.023
H -0.133 4.830 4.840 0.028 -0.039 -0.003
H 2.295 0.536 4.560 0.006 0.005 -0.001
H 0.454 3.873 2.625 0.003 -0.026 0.032
H -0.387 2.711 -7.952 0.023 0.023 -0.062
H -4.201 -4.293 -0.870 0.068 -0.028 -0.009
H 1.778 1.511 6.764 -0.012 0.011 -0.019
H 5.076 -2.065 0.804 -0.006 0.022 0.016
H 6.417 1.140 3.316 -0.026 -0.019 -0.023
H 6.878 -0.978 2.112 0.001 0.001 0.001
H -3.084 -4.779 -2.159 0.028 0.010 0.013
H -2.794 -4.404 1.758 0.006 0.016 -0.019
H 0.553 3.660 6.912 -0.006 0.006 0.019
H 0.324 1.226 -1.830 0.010 0.025 0.128
H -2.763 -5.263 -0.489 -0.018 0.037 -0.020
H 0.014 -3.178 1.363 0.032 0.055 -0.032
H -0.590 -4.666 0.634 -0.005 0.043 0.031
H -2.027 2.812 -7.219 -0.038 -0.001 0.033
H 2.813 -1.059 0.736 0.010 0.010 0.016
H -0.863 -1.188 -5.151 0.005 0.066 0.019
H -2.172 -3.094 2.763 0.021 0.008 -0.031
H -1.285 -3.279 -1.010 -0.108 0.052 -0.067
H -2.643 -2.423 -1.690 -0.030 -0.030 0.011
H 0.278 3.286 -3.229 -0.021 -0.067 -0.024
H 4.172 2.157 3.208 0.004 -0.030 -0.011
```
Forces are in eV/Å.

Properties
LUMO level (alpha / beta) (eV): 4.13 / 4.13
ΔE to the lowest compared entry with this formula, charge and spin (kcal per mole): 27.39
Gap between HOMO and LUMO (alpha / beta) (eV): 6.6 / 6.6
Total charge: -2



Max |F| (computed, eV Å⁻¹): 1.526, 13.298, 0.803